## a
DFT (ωB97M-V/def2-TZVPD) results for a molecular structure, C33H26Cl5F4N5Rb.

- Frontier orbital gap: 0.203 Eh
- Total charge: -1
- E_LUMO: 1.78 eV

```
74
C33H26Cl5F4N5Rb, DFT ωB97M-V/def2-TZVPD
Rb 9.485 -16.237 5.296
C 8.953 -18.144 2.164
N 10.377 -17.946 2.382
C 11.214 -19.132 2.336
C 10.957 -16.717 1.985
C 12.289 -16.290 2.687
N 12.184 -16.214 4.124
C 13.344 -16.067 4.698
C 13.572 -15.296 5.930
F 12.517 -15.028 6.743
C 14.843 -14.817 6.250
F 14.886 -13.956 7.265
C 16.058 -15.236 5.630
C 15.860 -16.237 4.668
F 16.928 -16.659 3.959
C 14.584 -16.712 4.383
F 14.510 -17.882 3.636
H 8.738 -18.571 1.122
H 8.430 -17.181 2.288
H 8.570 -18.870 2.938
H 11.382 -19.574 1.318
H 10.649 -19.944 2.877
H 12.185 -18.972 2.818
H 10.188 -15.906 2.114
H 11.167 -16.664 0.854
H 12.527 -15.274 2.321
H 13.120 -16.924 2.328
H 17.059 -14.896 5.856
C 7.107 -13.751 2.310
C 6.141 -14.500 3.178
C 4.983 -13.862 3.606
C 4.028 -14.545 4.371
C 4.266 -15.893 4.648
C 5.515 -16.432 4.295
N 6.405 -15.745 3.608
C 5.863 -17.858 4.617
C 4.978 -18.834 4.284
C 5.168 -20.164 4.655
C 6.365 -20.421 5.397
C 7.222 -19.378 5.656
N 7.036 -18.100 5.211
C 8.328 -19.591 6.676
C 8.183 -20.383 7.823
C 9.263 -20.854 8.555
C 10.496 -20.423 8.089
C 10.600 -19.480 7.063
C 11.978 -18.943 6.722
N 9.522 -19.032 6.396
H 6.615 -12.984 1.648
H 7.684 -14.439 1.668
H 7.846 -13.235 2.971
H 4.838 -12.842 3.218
H 3.074 -14.102 4.680
H 3.535 -16.562 5.031
H 4.138 -18.541 3.671
H 4.489 -20.935 4.376
H 6.488 -21.408 5.869
H 7.180 -20.598 8.103
H 9.109 -21.498 9.408
H 11.408 -20.709 8.583
H 12.714 -19.590 7.222
H 12.041 -17.878 7.092
H 12.207 -19.073 5.639
Cl 7.527 -15.611 8.613
C 7.600 -14.169 7.676
C 8.538 -13.999 6.699
C 8.784 -12.864 6.035
Cl 9.928 -12.858 4.733
C 8.156 -11.670 6.465
Cl 8.662 -10.120 5.871
C 7.124 -11.803 7.356
Cl 6.249 -10.409 7.854
C 6.924 -13.008 8.082
Cl 5.820 -13.037 9.439
```

***

## b
DFT (ωB97M-V/def2-TZVPD) results for a molecular structure, C33H26Cl5F4N5Rb.

- Frontier orbital gap: 0.185 Eh
- Total charge: -1
- E_LUMO: 1.55 eV

```
74
C33H26Cl5F4N5Rb, DFT ωB97M-V/def2-TZVPD
Rb 10.920 11.358 13.904
C 5.736 14.014 10.644
N 7.174 14.241 10.819
C 7.493 15.577 11.401
C 7.955 13.198 11.498
C 8.100 11.933 10.654
N 9.158 11.028 10.988
C 9.328 9.977 10.227
C 10.563 9.288 10.288
F 11.545 9.861 11.075
C 10.944 8.238 9.503
F 12.218 7.810 9.558
C 10.160 7.861 8.394
C 8.905 8.430 8.360
F 8.062 8.099 7.352
C 8.417 9.379 9.273
F 7.192 9.918 9.046
H 5.469 14.535 9.732
H 5.086 14.131 11.513
H 5.587 13.002 10.357
H 6.772 16.352 11.029
H 8.527 15.972 11.196
H 7.344 15.564 12.506
H 7.436 12.914 12.427
H 8.925 13.625 11.806
H 8.116 12.301 9.561
H 7.147 11.325 10.720
H 10.530 7.164 7.618
C 7.826 10.209 16.764
C 7.645 11.650 16.505
C 6.373 12.202 16.764
C 6.199 13.588 16.639
C 7.296 14.337 16.195
C 8.470 13.661 15.914
N 8.625 12.385 16.015
C 9.640 14.483 15.635
C 9.847 15.681 16.317
C 10.763 16.569 15.776
C 11.595 16.254 14.772
C 11.447 14.957 14.187
N 10.483 14.097 14.610
C 12.456 14.561 13.265
C 13.783 15.060 13.395
C 14.716 14.814 12.422
C 14.323 14.155 11.250
C 13.084 13.498 11.299
C 12.676 12.690 10.119
N 12.169 13.718 12.291
H 7.602 9.910 17.891
H 8.863 9.969 16.603
H 7.166 9.582 16.122
H 5.553 11.584 17.062
H 5.285 14.119 16.928
H 7.165 15.383 16.106
H 9.258 15.895 17.224
H 10.907 17.560 16.198
H 12.309 16.947 14.350
H 13.884 15.776 14.250
H 15.750 15.110 12.557
H 14.923 13.901 10.396
H 12.895 13.313 9.223
H 11.591 12.419 10.239
H 13.257 11.756 10.082
Cl 12.558 11.265 17.187
C 12.524 9.691 16.440
C 12.767 9.435 15.117
C 12.826 8.232 14.465
Cl 13.180 8.149 12.788
C 12.495 7.086 15.239
Cl 12.980 5.540 14.722
C 12.074 7.298 16.571
Cl 11.671 5.941 17.512
C 12.117 8.563 17.221
Cl 11.789 8.772 18.950
```

***

Of them, the most stable is a and the least stable is b.

***

## a
DFT (ωB97M-V/def2-TZVPD) results for 3 unconnected molecules or ions with the total composition C7H13NO.

- Frontier orbital gap: 0.351 Eh
- Total charge: 0
- E_LUMO: 0.54 eV

```
22
C7H13NO, DFT ωB97M-V/def2-TZVPD
C 3.025 0.238 -0.792
C 1.845 -0.473 1.264
N 1.844 0.674 0.820
H 2.125 -0.194 -1.204
H 3.485 0.866 -1.555
H 3.774 0.056 -0.036
H 2.459 -1.230 0.651
H 1.286 -0.832 2.126
C -0.666 1.697 -1.038
C -1.869 -1.811 0.235
C -0.799 0.205 -0.858
C -1.674 -0.322 0.234
C -2.195 0.474 1.168
O -0.215 -0.569 -1.595
H -1.635 2.194 -1.029
H -0.057 2.092 -0.223
H -0.159 1.897 -1.979
H -2.511 -2.126 1.055
H -2.307 -2.139 -0.708
H -0.905 -2.313 0.320
H -2.019 1.538 1.192
H -2.831 0.080 1.949
```

***

## b
DFT (ωB97M-V/def2-TZVPD) results for C7H13NO in the gas phase.

- Frontier orbital gap: 0.296 Eh
- Total charge: 0
- E_LUMO: 0.80 eV

```
22
C7H13NO, DFT ωB97M-V/def2-TZVPD
C 1.595 0.407 -1.189
C 1.104 0.589 0.226
C 2.197 0.635 1.261
C -0.180 0.964 0.570
C -1.231 0.246 -0.057
C -2.453 0.911 -0.617
C -0.927 -1.094 -0.229
N -0.322 -1.970 0.681
O -1.648 -1.799 -1.153
H 2.364 1.157 -1.418
H 2.051 -0.578 -1.323
H 0.800 0.524 -1.929
H 1.809 0.870 2.257
H 2.672 -0.353 1.325
H 2.976 1.364 1.016
H -0.401 1.540 1.468
H -2.370 2.001 -0.598
H -2.625 0.641 -1.664
H -3.342 0.622 -0.047
H -1.024 -2.511 1.181
H 0.238 -1.470 1.364
H -1.282 -2.696 -1.128
```

***

## c
DFT (ωB97M-V/def2-TZVPD) results for a molecular structure, C7H13NO.

- Frontier orbital gap: 0.318 Eh
- Total charge: 0
- E_LUMO: 0.75 eV

```
22
C7H13NO, DFT ωB97M-V/def2-TZVPD
C -1.009 -1.721 0.813
C -0.499 -0.897 -0.355
C -1.546 0.196 -0.652
C -0.988 1.369 0.184
C 1.002 0.189 1.135
C 0.996 -0.167 -0.345
C 0.863 -1.387 -1.032
H -1.374 -0.880 1.476
H -1.880 -2.532 0.578
H -0.322 -2.343 1.378
H -2.624 -0.066 -0.526
H -1.610 0.708 -1.742
H -0.459 2.027 -0.637
H -1.883 1.766 0.666
H 2.132 0.609 1.465
H 0.629 -0.696 1.832
H 2.065 0.458 -1.846
H 2.017 1.732 -0.217
H 1.009 -1.133 -2.066
H 1.188 -2.463 -0.689
N 1.300 1.057 -1.122
O -0.114 1.240 1.211
```

***

## d
DFT (ωB97M-V/def2-TZVPD) results for a molecular structure, C7H13NO.

- Frontier orbital gap: 0.364 Eh
- Total charge: 0
- E_LUMO: 1.05 eV

```
22
C7H13NO, DFT ωB97M-V/def2-TZVPD
C -2.672 0.881 -0.071
C -1.775 -0.302 -0.087
C 0.569 -1.119 -0.650
C 1.948 -0.425 -0.947
C 1.761 0.784 0.288
C 0.565 0.188 0.905
C 0.793 -1.320 0.989
H -2.145 1.759 -0.741
H -2.838 1.273 0.977
H -3.728 0.633 -0.694
H -2.235 -0.846 -0.938
H -2.141 -0.876 0.775
H 0.334 -2.020 -1.233
H 1.890 0.037 -1.926
H 2.888 -0.987 -0.901
H 2.655 0.821 1.022
H 1.071 2.047 -0.874
H 0.090 0.779 1.768
H -0.030 -1.937 1.401
H 1.763 -1.543 1.286
N -0.314 0.031 -0.370
O 1.553 2.143 0.019
```

***

Of them, the most stable is b and the least stable is c.